1.
Molecular formula: C55H143N15O20
Method: DFT, the ωB97M-V functional and the def2-TZVPD basis

## Properties
Orbital gap in eV: 8.8
SMILES: COC[C@H](C)N.COCCNCCOC.COCCNCCOC.COCCNCCOC.COCCNCCOC.COCCNCCOC.COCCNCCOC.COCCNCCOC.COCCNCCOC.NC(N)=O.NC(N)=O.NC(N)=O

Bonds (Å) are listed after each position.
CARTESIAN COORDINATES (ANGSTROEM)
1 C 0.83 1.85 2.62  O2 1.447, H7 1.068, H8 1.086, H9 1.091
2 O 1.06 0.44 2.41  C1 1.447, C3 1.482
3 C 1.43 -0.30 3.64  O2 1.482, C4 1.480, H10 1.115, H11 1.080
4 C 1.65 -1.72 3.31  C3 1.480, C5 1.532, N6 1.424, H12 1.118
5 C 2.78 -2.02 2.33  C4 1.532, H13 1.053, H14 1.080, H15 1.082
6 N 0.38 -2.15 2.82  C4 1.424, H16 1.008, H17 1.028
7 H 0.44 2.26 1.71  C1 1.068
8 H 1.79 2.26 2.94  C1 1.086
9 H 0.10 1.99 3.42  C1 1.091
10 H 2.35 0.15 4.07  C3 1.115
11 H 0.66 -0.05 4.37  C3 1.080
12 H 1.78 -2.19 4.32  C4 1.118
13 H 3.11 -3.02 2.25  C5 1.053
14 H 3.69 -1.52 2.63  C5 1.080
15 H 2.45 -1.66 1.36  C5 1.082
16 H -0.13 -1.48 2.27  N6 1.008
17 H 0.46 -2.98 2.22  N6 1.028
18 C -7.34 -4.01 -0.84  O19 1.405, H27 1.072, H28 1.136, H29 1.078
19 O -6.57 -4.21 -2.00  C18 1.405, C20 1.438
20 C -7.33 -3.83 -3.16  O19 1.438, C21 1.515, H30 1.045, H31 1.088
21 C -6.40 -4.04 -4.34  C20 1.515, N22 1.475, H32 1.103, H33 1.111
22 N -5.27 -3.10 -4.41  C21 1.475, C23 1.463, H34 1.036
23 C -4.32 -3.30 -5.51  N22 1.463, C24 1.536, H35 1.110, H36 1.079
24 C -3.65 -1.99 -5.93  C23 1.536, O25 1.383, H37 1.166, H38 1.059
25 O -2.95 -1.60 -4.80  C24 1.383, C26 1.492
26 C -2.00 -0.50 -5.12  O25 1.492, H39 1.102, H40 1.111, H41 1.075
27 H -8.11 -4.75 -0.79  C18 1.072
28 H -7.85 -3.00 -0.82  C18 1.136
29 H -6.66 -4.02 0.01  C18 1.078
30 H -7.50 -2.80 -3.14  C20 1.045
31 H -8.20 -4.45 -3.34  C20 1.088
32 H -6.91 -4.03 -5.32  C21 1.103
33 H -6.08 -5.10 -4.30  C21 1.111
34 H -4.76 -3.17 -3.51  N22 1.036
35 H -4.91 -3.64 -6.39  C23 1.110
36 H -3.47 -3.94 -5.31  C23 1.079
37 H -4.46 -1.24 -6.31  C24 1.166
38 H -3.03 -2.12 -6.78  C24 1.059
39 H -1.14 -0.95 -5.66  C26 1.102
40 H -1.60 -0.14 -4.15  C26 1.111
41 H -2.53 0.33 -5.54  C26 1.075
42 C 2.98 5.06 0.56  O43 1.420, H51 1.095, H52 1.121, H53 1.042
43 O 3.46 6.32 0.98  C42 1.420, C44 1.412
44 C 2.50 7.11 1.64  O43 1.412, C45 1.530, H54 1.057, H55 1.042
45 C 3.16 8.42 2.09  C44 1.530, N46 1.485, H56 1.123, H57 1.165
46 N 4.22 8.32 3.13  C45 1.485, C47 1.457, H58 1.009
47 C 3.62 8.21 4.45  N46 1.457, C48 1.513, H59 1.116, H60 1.100
48 C 4.67 7.76 5.44  C47 1.513, O49 1.416, H61 1.126, H62 1.097
49 O 4.86 6.36 5.35  C48 1.416, C50 1.459
50 C 6.13 6.01 5.97  O49 1.459, H63 1.096, H64 1.059, H65 1.037
51 H 3.73 4.51 -0.02  C42 1.095
52 H 2.14 5.22 -0.17  C42 1.121
53 H 2.56 4.44 1.29  C42 1.042
54 H 2.09 6.55 2.44  C44 1.057
55 H 1.71 7.27 0.98  C44 1.042
56 H 2.36 9.01 2.61  C45 1.123
57 H 3.49 9.14 1.23  C45 1.165
58 H 4.70 7.45 2.92  N46 1.009
59 H 2.74 7.52 4.48  C47 1.116
60 H 3.30 9.19 4.83  C47 1.100
61 H 4.45 8.04 6.51  C48 1.126
62 H 5.55 8.30 5.09  C48 1.097
63 H 6.90 6.36 5.27  C50 1.096
64 H 6.17 4.95 5.90  C50 1.059
65 H 6.23 6.26 6.97  C50 1.037
66 C 2.39 -4.75 6.99  O67 1.435, H75 1.090, H76 1.101, H77 1.103
67 O 1.68 -5.98 6.77  C66 1.435, C68 1.404
68 C 1.90 -6.49 5.48  O67 1.404, C69 1.497, H78 1.103, H79 1.127
69 C 1.46 -5.65 4.33  C68 1.497, N70 1.435, H80 1.063, H81 1.095
70 N 0.09 -5.25 4.21  C69 1.435, C71 1.397, H82 0.993
71 C -0.81 -6.32 4.13  N70 1.397, C72 1.511, H83 1.095, H84 1.076
72 C -2.25 -5.92 3.94  C71 1.511, O73 1.366, H85 1.094, H86 1.108
73 O -2.68 -5.06 4.91  C72 1.366, C74 1.391
74 C -3.89 -4.46 4.60  O73 1.391, H87 1.098, H88 1.095, H89 1.115
75 H 2.01 -3.88 6.44  C66 1.090
76 H 3.46 -4.81 6.74  C66 1.101
77 H 2.25 -4.50 8.06  C66 1.103
78 H 1.43 -7.49 5.52  C68 1.103
79 H 3.00 -6.72 5.36  C68 1.127
80 H 1.75 -6.07 3.40  C69 1.063
81 H 2.04 -4.72 4.30  C69 1.095
82 H -0.22 -4.58 4.87  N70 0.993
83 H -0.82 -6.97 5.00  C71 1.095
84 H -0.55 -6.92 3.28  C71 1.076
85 H -2.83 -6.85 3.93  C72 1.094
86 H -2.39 -5.40 2.97  C72 1.108
87 H -4.34 -4.04 5.51  C74 1.098
88 H -4.63 -5.18 4.21  C74 1.095
89 H -3.76 -3.67 3.83  C74 1.115
90 C 2.10 5.04 -5.17  O91 1.436, H99 1.089, H100 1.102, H101 1.104
91 O 3.04 3.95 -5.23  C90 1.436, C92 1.440
92 C 3.14 3.03 -4.13  O91 1.440, C93 1.540, H102 1.079, H103 1.096
93 C 4.19 2.02 -4.62  C92 1.540, N94 1.456, H104 1.073, H105 1.086
94 N 4.61 1.07 -3.60  C93 1.456, C95 1.438, H106 1.015
95 C 3.71 0.01 -3.24  N94 1.438, C96 1.561, H107 1.109, H108 1.074
96 C 3.88 -1.26 -4.13  C95 1.561, O97 1.451, H109 1.061, H110 1.071
97 O 3.00 -2.27 -3.57  C96 1.451, C98 1.451
98 C 3.36 -3.60 -4.04  O97 1.451, H111 1.101, H112 1.062, H113 1.084
99 H 1.08 4.67 -5.26  C90 1.089
100 H 2.27 5.74 -6.00  C90 1.102
101 H 2.03 5.57 -4.21  C90 1.104
102 H 2.21 2.54 -3.89  C92 1.079
103 H 3.49 3.53 -3.22  C92 1.096
104 H 5.02 2.54 -5.06  C93 1.073
105 H 3.76 1.42 -5.42  C93 1.086
106 H 4.89 1.57 -2.77  N94 1.015
107 H 2.65 0.31 -3.21  C95 1.109
108 H 3.92 -0.37 -2.25  C95 1.074
109 H 4.90 -1.54 -4.10  C96 1.061
110 H 3.51 -1.06 -5.12  C96 1.071
111 H 4.44 -3.60 -3.84  C98 1.101
112 H 3.07 -3.74 -5.05  C98 1.062
113 H 2.86 -4.31 -3.39  C98 1.084
114 C 5.52 1.98 3.01  O115 1.417, H123 1.092, H124 1.049, H125 1.127
115 O 5.61 1.42 1.71  C114 1.417, C116 1.391
116 C 5.67 2.38 0.71  O115 1.391, C117 1.480, H126 1.080, H127 1.136
117 C 6.44 1.99 -0.49  C116 1.480, N118 1.440, H128 1.052, H129 1.117
118 N 6.63 3.10 -1.39  C117 1.440, C119 1.437, H130 1.015
119 C 7.31 2.80 -2.62  N118 1.437, C120 1.519, H131 1.121, H132 1.063
120 C 8.76 2.36 -2.45  C119 1.519, O121 1.395, H133 1.141, H134 1.155
121 O 9.54 3.39 -1.92  C120 1.395, C122 1.455
122 C 10.82 2.88 -1.45  O121 1.455, H135 1.121, H136 1.083, H137 1.126
123 H 5.02 1.26 3.66  C114 1.092
124 H 5.01 2.90 3.01  C114 1.049
125 H 6.56 2.19 3.39  C114 1.127
126 H 6.08 3.29 1.13  C116 1.080
127 H 4.60 2.60 0.41  C116 1.136
128 H 5.94 1.22 -0.99  C117 1.052
129 H 7.38 1.48 -0.15  C117 1.117
130 H 7.04 3.86 -0.86  N118 1.015
131 H 7.48 3.82 -3.05  C119 1.121
132 H 6.83 2.23 -3.37  C119 1.063
133 H 9.24 2.01 -3.42  C120 1.141
134 H 8.80 1.46 -1.72  C120 1.155
135 H 11.39 3.81 -1.17  C122 1.121
136 H 11.35 2.41 -2.27  C122 1.083
137 H 10.66 2.16 -0.60  C122 1.126
138 C -1.39 3.26 -3.58  O139 1.439, H147 1.082, H148 1.157, H149 1.111
139 O -1.18 4.42 -2.76  C138 1.439, C140 1.412
140 C -1.18 4.22 -1.37  O139 1.412, C141 1.498, H150 1.082, H151 1.150
141 C -2.50 3.91 -0.72  C140 1.498, N142 1.470, H152 1.123, H153 1.121
142 N -3.57 4.71 -1.34  C141 1.470, C143 1.444, H154 1.005
143 C -4.87 4.11 -1.20  N142 1.444, C144 1.480, H155 1.067, H156 1.106
144 C -5.78 4.48 -2.32  C143 1.480, O145 1.437, H157 1.046, H158 1.100
145 O -5.18 4.04 -3.55  C144 1.437, C146 1.367
146 C -5.85 4.51 -4.64  O145 1.367, H159 1.068, H160 1.113, H161 1.104
147 H -2.46 3.11 -3.67  C138 1.082
148 H -0.85 2.32 -3.18  C138 1.157
149 H -0.98 3.48 -4.59  C138 1.111
150 H -0.87 5.21 -1.04  C140 1.082
151 H -0.33 3.48 -1.14  C140 1.150
152 H -2.43 4.10 0.38  C141 1.123
153 H -2.68 2.81 -0.73  C141 1.121
154 H -3.39 4.80 -2.33  N142 1.005
155 H -5.32 4.34 -0.26  C143 1.067
156 H -4.69 3.02 -1.20  C143 1.106
157 H -5.83 5.52 -2.26  C144 1.046
158 H -6.79 4.07 -2.24  C144 1.100
159 H -6.73 3.94 -4.83  C146 1.068
160 H -5.24 4.49 -5.57  C146 1.113
161 H -6.17 5.56 -4.57  C146 1.104
162 C -3.44 -7.38 -1.06  O163 1.385, H171 1.122, H172 1.112, H173 1.048
163 O -2.20 -6.97 -1.51  C162 1.385, C164 1.371
164 C -2.21 -6.19 -2.63  O163 1.371, C165 1.529, H174 1.078, H175 1.130
165 C -0.78 -5.98 -3.13  C164 1.529, N166 1.439, H176 1.105, H177 1.144
166 N 0.22 -5.38 -2.29  C165 1.439, C167 1.438, H178 1.003
167 C -0.08 -4.06 -1.80  N166 1.438, C168 1.521, H179 1.076, H180 1.131
168 C 0.82 -3.73 -0.62  C167 1.521, O169 1.472, H181 1.110, H182 1.086
169 O 0.74 -4.68 0.50  C168 1.472, C170 1.423
170 C -0.59 -4.87 0.97  O169 1.423, H183 1.048, H184 1.066, H185 1.109
171 H -4.01 -8.02 -1.79  C162 1.122
172 H -4.05 -6.47 -0.85  C162 1.112
173 H -3.17 -7.94 -0.21  C162 1.048
174 H -2.66 -5.24 -2.40  C164 1.078
175 H -2.81 -6.66 -3.47  C164 1.130
176 H -0.81 -5.34 -4.03  C165 1.105
177 H -0.56 -7.05 -3.47  C165 1.144
178 H 0.46 -5.99 -1.53  N166 1.003
179 H -1.11 -3.95 -1.53  C167 1.076
180 H 0.07 -3.25 -2.58  C167 1.131
181 H 0.52 -2.72 -0.25  C168 1.110
182 H 1.87 -3.86 -0.87  C168 1.086
183 H -0.53 -5.35 1.90  C170 1.048
184 H -1.26 -5.42 0.36  C170 1.066
185 H -1.10 -3.90 1.13  C170 1.109
186 C -3.98 -3.21 0.37  O187 1.394, H195 1.132, H196 1.085, H197 1.135
187 O -3.44 -1.92 0.29  C186 1.394, C188 1.403
188 C -3.16 -1.41 1.57  O187 1.403, C189 1.533, H198 1.100, H199 1.121
189 C -2.55 -0.03 1.32  C188 1.533, N190 1.484, H200 1.070, H201 1.082
190 N -1.20 -0.22 0.73  C189 1.484, C191 1.466, H202 0.984
191 C -1.14 -0.10 -0.73  N190 1.466, C192 1.529, H203 1.085, H204 1.078
192 C 0.27 0.27 -1.18  C191 1.529, O193 1.401, H205 1.176, H206 1.112
193 O 0.59 1.53 -0.66  C192 1.401, C194 1.417
194 C 1.95 1.73 -0.30  O193 1.417, H207 1.084, H208 1.078, H209 1.129
195 H -3.26 -4.01 0.71  C186 1.132
196 H -4.35 -3.58 -0.57  C186 1.085
197 H -4.85 -3.22 1.10  C186 1.135
198 H -2.39 -2.00 2.10  C188 1.100
199 H -4.06 -1.26 2.22  C188 1.121
200 H -2.46 0.56 2.20  C189 1.070
201 H -3.12 0.51 0.58  C189 1.082
202 H -0.61 0.52 0.98  N190 0.984
203 H -1.78 0.73 -1.00  C191 1.085
204 H -1.44 -1.00 -1.25  C191 1.078
205 H 0.26 0.31 -2.35  C192 1.176
206 H 0.89 -0.55 -0.75  C192 1.112
207 H 2.11 0.89 0.37  C194 1.084
208 H 2.07 2.69 0.18  C194 1.078
209 H 2.63 1.65 -1.19  C194 1.129
210 N -5.47 1.37 1.66  C211 1.388, H214 0.992, H215 1.000
211 C -6.17 0.61 2.59  N210 1.388, N212 1.331, O213 1.217
212 N -6.44 1.19 3.76  C211 1.331, H216 1.044, H217 1.024
213 O -6.70 -0.45 2.33  C211 1.217
214 H -5.50 1.01 0.74  N210 0.992
215 H -5.52 2.36 1.76  N210 1.000
216 H -5.71 1.85 4.10  N212 1.044
217 H -6.67 0.43 4.42  N212 1.024
218 N -2.85 0.05 6.63  C219 1.406, H222 1.037, H223 1.017
219 C -2.05 -0.20 5.50  N218 1.406, N220 1.360, O221 1.208
220 N -1.82 -1.51 5.20  C219 1.360, H224 1.026, H225 0.995
221 O -1.61 0.71 4.85  C219 1.208
222 H -3.63 -0.62 6.80  N218 1.037
223 H -2.99 1.04 6.82  N218 1.017
224 H -1.18 -1.73 4.43  N220 1.026
225 H -1.88 -2.09 6.00  N220 0.995
226 N -4.89 1.29 -3.38  C227 1.369, H230 0.985, H231 1.005
227 C -4.94 0.58 -2.21  N226 1.369, N228 1.392, O229 1.256
228 N -4.69 -0.79 -2.27  C227 1.392, H232 1.003, H233 0.998
229 O -5.18 1.10 -1.10  C227 1.256
230 H -5.09 0.89 -4.26  N226 0.985
231 H -4.93 2.29 -3.31  N226 1.005
232 H -4.48 -1.23 -1.39  N228 1.003
233 H -4.24 -1.15 -3.09  N228 0.998

=====

2.
Molecular formula: C4H11N3O
Method: DFT, the ωB97M-V functional and the def2-TZVPD basis

## Properties
Orbital gap in eV: 9.7
SMILES: [H]/N=N\N=C.CC(C)O

Bonds (Å) are listed after each position.
CARTESIAN COORDINATES (ANGSTROEM)
1 H -2.96 -0.17 -0.82  N2 1.033
2 N -2.32 -0.75 -0.25  H1 1.033, N3 1.234
3 N -1.79 -0.17 0.71  N2 1.234, N4 1.247
4 N -2.01 0.93 1.27  N3 1.247, C5 1.261
5 C -1.38 1.97 1.59  N4 1.261, H6 1.078, H7 1.080
6 H -0.47 2.30 1.12  C5 1.078
7 H -1.79 2.58 2.39  C5 1.080
8 C 1.03 -1.18 -1.64  C9 1.518, H12 1.089, H13 1.096, H14 1.087
9 C 1.35 -0.09 -0.63  C8 1.518, C10 1.604, O11 1.410, H15 1.095
10 C 1.23 -0.67 0.86  C9 1.604, H16 1.090, H17 1.091, H18 1.083
11 O 0.54 1.05 -0.81  C9 1.410, H19 0.962
12 H 1.11 -0.79 -2.66  C8 1.089
13 H 0.01 -1.53 -1.48  C8 1.096
14 H 1.72 -2.01 -1.53  C8 1.087
15 H 2.38 0.26 -0.75  C9 1.095
16 H 0.30 -1.22 0.99  C10 1.090
17 H 1.33 0.10 1.63  C10 1.091
18 H 2.06 -1.35 1.00  C10 1.083
19 H -0.35 0.74 -1.00  O11 0.962

=====

3.
Molecular formula: C5H25NO9
Method: DFT, the ωB97M-V functional and the def2-TZVPD basis

## Properties
Orbital gap in eV: 9.7
SMILES: CCN[C@H](C)C(=O)O.O.O.O.O.O.O.O

Bonds (Å) are listed after each position.
CARTESIAN COORDINATES (ANGSTROEM)
1 C -3.22 -0.19 1.79  C2 1.552, H9 1.159, H10 1.032, H11 1.166
2 C -1.88 0.43 2.27  C1 1.552, N3 1.520, H12 1.041, H13 1.224
3 N -0.93 0.56 1.08  C2 1.520, C4 1.436, H14 1.012
4 C 0.42 0.96 1.32  N3 1.436, C5 1.553, C6 1.478, H15 1.098
5 C 0.80 2.37 0.79  C4 1.553, H16 1.156, H17 1.202, H18 1.125
6 C 1.29 -0.14 0.84  C4 1.478, O7 1.203, O8 1.359
7 O 1.92 -0.21 -0.18  C6 1.203
8 O 1.19 -1.22 1.65  C6 1.359, H19 1.008
9 H -3.11 -1.10 1.08  C1 1.159
10 H -3.93 0.47 1.44  C1 1.032
11 H -3.42 -0.81 2.75  C1 1.166
12 H -2.09 1.32 2.77  C2 1.041
13 H -1.20 -0.29 2.99  C2 1.224
14 H -1.40 0.99 0.30  N3 1.012
15 H 0.61 1.08 2.40  C4 1.098
16 H -0.01 3.13 1.12  C5 1.156
17 H 1.89 2.86 0.86  C5 1.202
18 H 0.79 2.37 -0.33  C5 1.125
19 H 1.65 -2.06 1.34  O8 1.008
20 O -1.52 -2.43 0.61  H21 0.980, H22 0.930
21 H -1.53 -1.45 0.65  O20 0.980
22 H -0.67 -2.61 0.95  O20 0.930
23 O -1.85 -2.93 -1.91  H24 1.141, H25 0.913
24 H -1.61 -2.64 -0.83  O23 1.141
25 H -2.50 -3.55 -1.77  O23 0.913
26 O 3.74 1.72 -0.90  H27 0.968, H28 0.994
27 H 3.26 1.98 -1.70  O26 0.968
28 H 3.41 0.81 -0.72  O26 0.994
29 O 0.55 0.11 -2.53  H30 0.917, H31 0.916
30 H 1.15 0.32 -1.87  O29 0.917
31 H 0.75 0.70 -3.20  O29 0.916
32 O -2.29 1.86 -1.88  H33 0.999, H34 0.832
33 H -2.06 0.92 -2.10  O32 0.999
34 H -3.03 2.10 -2.19  O32 0.832
35 O -2.03 -0.52 -3.03  H36 1.112, H37 0.962
36 H -2.32 -1.46 -2.51  O35 1.112
37 H -1.14 -0.76 -3.31  O35 0.962
38 O 4.01 0.17 1.69  H39 0.893, H40 0.921
39 H 4.67 0.72 1.47  O38 0.893
40 H 4.13 0.01 2.59  O38 0.921

=====

| no. | LUMO level (eV) |
| --- | --- |
| 1 | 0.5 |
| 2 | 0.4 |
| 3 | 0.2 |